No. 1
The following is a DFT calculation (the ωB97M-V functional and the def2-TZVPD basis) of an isolated molecule of C3H3NO3 in a non-equilibrium geometry.

CARTESIAN COORDINATES (ANGSTROEM)
C  0.047  -1.132  0.733
C  -0.600  -1.259  -0.444
C  0.435  0.242  0.811
N  0.131  0.786  -0.388
O  0.648  1.086  1.967
O  -0.573  -0.131  -1.173
O  0.058  2.062  -0.783
H  0.190  -1.871  1.493
H  -1.164  -2.068  -0.872
H  0.827  2.283  -1.344

## Properties
max |F| = 9.0 eV/Å
multiplicity = 1
HOMO energy = -0.3322 hartree
frontier orbital gap = 9.4911 eV

Atom charges from the natural (NBO) analysis, given in e for atoms 1 to 6: -0.3735 0.1713 0.5136 0.1366 -0.6764 -0.2782

---

No. 2
The following is a DFT calculation (the ωB97M-V functional and the def2-TZVPD basis) of the ion C3H2NS2 with charge -1.

CARTESIAN COORDINATES (ANGSTROEM)
C  0.903  0.774  -0.050
C  -0.157  -1.246  0.037
C  2.160  0.367  -0.040
N  -0.252  0.036  0.003
S  3.743  0.540  0.021
S  1.274  -2.159  -0.017
H  0.715  1.845  -0.088
H  -1.099  -1.788  0.092

## Properties
max |F| = 1.0 eV/Å
multiplicity = 1
HOMO energy = -0.1133 hartree
charge = -1
frontier orbital gap = 6.5965 eV

Atom charges from the natural (NBO) analysis, given in e for atoms 1 to 6: -0.2372 -0.0898 -0.0910 -0.5361 -0.1109 -0.3020

---

No. 3
The following is a DFT calculation (the ωB97M-V functional and the def2-TZVPD basis) of a cluster of 11 separate species, H22O11 in total in a non-equilibrium geometry.

CARTESIAN COORDINATES (ANGSTROEM)
O  -2.486  -2.063  1.926
H  -1.788  -2.023  1.256
H  -3.088  -1.392  1.548
O  -0.129  -3.583  0.385
H  0.139  -4.280  1.042
H  0.587  -3.571  -0.261
O  -1.280  3.214  0.198
H  -0.672  3.853  -0.116
H  -0.852  2.628  0.815
O  3.535  1.197  -0.482
H  3.048  1.370  -1.259
H  4.237  0.514  -0.561
O  1.924  1.323  1.922
H  2.862  1.433  1.992
H  1.644  2.065  1.215
O  -0.466  -0.675  4.623
H  -1.216  -1.050  4.109
H  0.035  -0.388  3.849
O  -3.810  1.254  0.771
H  -4.360  2.002  0.836
H  -2.888  1.426  1.067
O  0.287  1.389  -0.415
H  0.861  1.364  -1.254
H  0.314  0.432  -0.252
O  -2.496  0.944  -2.972
H  -3.093  0.096  -2.946
H  -2.430  1.540  -2.262
O  1.567  0.365  -3.651
H  0.906  -0.303  -3.753
H  1.264  1.101  -4.200
O  2.355  -3.262  -0.789
H  3.257  -2.990  -0.896
H  2.230  -3.930  -1.485

## Properties
max |F| = 4.8 eV/Å
multiplicity = 1
HOMO energy = -0.3930 hartree
frontier orbital gap = 10.4983 eV

Atom charges from the natural (NBO) analysis, given in e for atoms 1 to 6: -0.9516 0.4791 0.4723 -0.9659 0.4762 0.4824

---

No. 4
The following is a DFT calculation (the ωB97M-V functional and the def2-TZVPD basis) of a structure of composition C7H23Cu2F2N2O9S2 in a non-equilibrium geometry.

CARTESIAN COORDINATES (ANGSTROEM)
Cu  -3.909  0.218  -0.890
Cu  -1.244  1.739  0.350
N  -1.725  1.919  2.359
S  -2.888  2.911  3.186
O  -2.452  3.545  4.420
O  -4.229  2.433  3.094
F  -2.894  4.064  2.093
S  -1.653  0.985  3.585
O  -2.892  0.327  3.953
O  -0.586  1.201  4.559
F  -0.917  -0.196  2.760
O  -1.925  -0.215  -0.082
H  -1.348  -0.866  0.362
O  -3.259  2.156  -0.310
H  -3.654  2.836  0.269
C  2.223  -2.264  0.274
C  2.308  -3.368  -0.808
C  1.697  -4.705  -0.297
O  1.624  -2.874  -1.901
H  2.957  -1.477  0.098
H  2.486  -2.725  1.226
H  1.188  -1.926  0.324
H  3.353  -3.474  -1.099
H  0.714  -4.587  0.158
H  2.340  -5.099  0.490
H  1.580  -5.465  -1.070
H  0.724  -2.745  -1.593
O  -1.122  -2.362  -1.662
H  -1.416  -1.741  -0.995
H  -1.653  -3.144  -1.512
C  0.994  1.242  -3.472
C  0.418  1.119  -2.019
C  1.384  1.411  -0.908
O  0.894  1.192  0.429
C  1.784  1.486  1.518
N  -0.717  2.069  -1.950
H  1.176  2.288  -3.718
H  0.332  0.805  -4.220
H  1.908  0.659  -3.584
H  0.036  0.106  -1.890
H  1.725  2.438  -1.045
H  2.230  0.739  -1.051
H  1.973  2.527  1.777
H  2.743  0.993  1.361
H  1.378  1.036  2.424
H  -1.319  1.829  -2.725
H  -0.366  2.960  -2.272

## Properties
max |F| = 8.9 eV/Å
multiplicity = 4
HOMO energy (alpha / beta) = -0.2823 / -0.3641 hartree
⟨S²⟩ = 3.76
frontier orbital gap (alpha / beta) = 7.4036 / 7.0455 eV

Atom charges from the natural (NBO) analysis, given in e for atoms 1 to 6: 0.8166 1.5244 -1.2277 2.3775 -0.8367 -0.8672

---

No. 5
The following is a DFT calculation (the ωB97M-V functional and the def2-TZVPD basis) of a structure of composition C15H22CuN2OP in a non-equilibrium geometry.

CARTESIAN COORDINATES (ANGSTROEM)
C  0.297  -1.916  0.490
C  0.910  -2.566  -0.516
C  1.162  -2.004  -1.802
C  1.147  -0.584  -2.038
C  1.082  0.296  -0.981
Cu  -0.484  -0.641  -0.486
P  -0.287  0.054  1.903
H  -0.033  -2.425  1.401
H  1.146  -3.629  -0.349
H  1.434  -2.691  -2.618
H  1.436  1.341  -1.162
H  1.347  -0.251  -3.088
H  0.430  1.264  1.995
H  0.112  -0.665  3.098
H  -1.633  0.399  2.306
C  -0.546  7.307  0.300
C  -1.980  6.938  -0.009
N  -2.331  5.512  0.172
C  -3.034  5.191  1.433
C  -4.418  5.813  1.492
C  -1.700  4.570  -0.618
O  -0.731  4.851  -1.314
C  -2.295  3.188  -0.626
C  -3.667  2.918  -0.639
C  -4.072  1.585  -0.624
C  -3.110  0.566  -0.601
N  -1.808  0.854  -0.736
C  -1.401  2.139  -0.765
H  -0.250  6.958  1.295
H  -0.468  8.397  0.276
H  0.129  6.891  -0.454
H  -2.672  7.489  0.640
H  -2.200  7.171  -1.062
H  -3.101  4.106  1.561
H  -2.425  5.590  2.265
H  -5.017  5.539  0.617
H  -4.932  5.446  2.385
H  -4.358  6.903  1.548
H  -4.380  3.739  -0.671
H  -5.123  1.324  -0.611
H  -3.393  -0.485  -0.490
H  -0.337  2.343  -0.818

## Properties
max |F| = 3.4 eV/Å
multiplicity = 2
HOMO energy (alpha / beta) = -0.0477 / -0.0341 hartree
charge = -1
⟨S²⟩ = 0.78
frontier orbital gap (alpha / beta) = 3.7335 / 3.3625 eV

Atom charges from the natural (NBO) analysis, given in e for atoms 1 to 6: -0.7738 -0.2820 -0.4122 -0.3646 -0.7908 0.8907